C4H8O2 as an isolated structure, computed with wB97M-V/def2-TZVPD.

## Properties
highest occupied orbital energy (spin up / spin down)	-7.3 / -7.3	eV
total energy	-307.49995	a.u.
ΔE to the lowest compared entry with this formula, charge and spin	133.33	kcal/mol
F_max	0.504	eV/A
HOMO-LUMO gap (spin up / spin down)	7.92 / 7.91	eV
lowest unoccupied orbital energy (spin up / spin down)	0.65 / 0.65	eV

Structure (ORCA input):
```
! RIJCOSX wB97M-V def2-TZVPD def2/J DEFGRID3
* xyz 0 1
C -0.9889 1.3585 0.7365
C 0.5787 0.6220 -0.8737
C 0.7808 -0.4628 0.0768
O -0.2473 -0.2725 1.1559
C 0.4670 -1.7924 -0.5399
O -0.6370 -2.3015 -0.4570
H -0.2782 2.1476 0.9434
H -1.6327 1.1561 1.5976
H -1.5614 1.5270 -0.1659
H 1.4215 1.2873 -1.0498
H 0.0159 0.3787 -1.7764
H 1.7528 -0.4589 0.5751
H -0.9362 -0.9412 0.9291
H 1.2650 -2.2479 -1.1517
*
```



A 2-piece molecular cluster, C25H53N4OPSSi2 overall, computed with wB97M-V/def2-TZVPD.

## Properties
highest occupied orbital energy	-4.5	eV
total energy	-2596.58334	a.u.
F_max	7.359	eV/A
HOMO-LUMO gap	1.37	eV
lowest unoccupied orbital energy	-3.08	eV

Structure (ORCA input):
```
! RIJCOSX wB97M-V def2-TZVPD def2/J DEFGRID3
* xyz 0 1
C -1.5858 -4.6455 3.7170
C -2.3357 -3.6051 4.7382
P -3.4173 -2.2765 3.8976
C -4.8967 -3.0100 2.9394
C -4.5883 -4.4075 2.1400
C -2.4365 -1.1582 2.7010
C -1.1652 -1.5949 1.7293
N -0.6319 -0.3992 0.9649
C 0.5510 -0.3086 -0.0116
C 1.9309 -0.7321 0.8309
C 2.3721 -2.3071 0.5583
C 3.2409 0.1858 0.3966
C -1.5630 0.7160 1.4581
N -1.2823 2.1037 0.8645
C -1.8230 2.2066 -0.4040
S -2.7975 2.1690 -1.8234
N -2.6478 0.3234 2.4830
C -3.6042 1.3265 3.0860
C -5.1792 0.8787 3.0952
C -6.0522 1.3883 1.7955
C -7.1837 0.1944 1.5196
C -8.5983 0.7602 0.9097
C -9.5344 -0.5935 0.6121
O -9.4684 -1.0073 -0.8290
C -8.7275 -2.2925 -0.9496
H -0.5051 -4.9452 4.0804
H -2.2246 -5.6532 3.7439
H -1.5800 -4.3061 2.5920
H -1.5411 -3.0802 5.4473
H -3.0519 -4.2241 5.4602
H -5.8653 -3.0653 3.6350
H -5.1815 -2.2074 2.1028
H -5.3858 -4.4959 1.2560
H -3.5291 -4.3783 1.6052
H -4.6928 -5.3053 2.9034
H -0.6344 -2.6261 1.5748
H 0.4144 -0.9708 -0.9686
H 0.7294 0.8280 -0.3268
H 1.8014 -0.5641 2.0049
H 1.4802 -3.0625 0.6395
H 2.8392 -2.3813 -0.5310
H 3.2679 -2.5898 1.2945
H 4.1593 -0.1411 1.0846
H 3.0518 1.3398 0.4618
H 3.5470 -0.1485 -0.7000
H -3.5253 2.3096 2.4236
H -3.1803 1.6258 4.1520
H -5.3756 -0.2692 3.2065
H -5.6791 1.3914 4.0478
H -5.4133 1.6426 0.8473
H -6.6604 2.3453 2.1394
H -7.4567 -0.3169 2.5627
H -6.7003 -0.6387 0.8552
H -8.4261 1.2497 -0.1462
H -9.2023 1.4338 1.6611
H -10.6437 -0.4461 0.9867
H -9.1015 -1.5199 1.2275
H -9.1938 -3.1338 -0.2765
H -7.5892 -2.2052 -0.6463
H -8.8489 -2.6580 -2.0724
C 10.0298 4.4778 -4.0199
Si 8.3653 3.5854 -4.0975
C 8.2059 2.8564 -5.8175
C 7.0292 4.8815 -3.8711
N 8.3499 2.3752 -2.8464
Si 6.9693 1.3413 -2.6087
C 6.5949 0.2718 -4.1026
C 5.4195 2.2924 -2.1506
C 7.3553 0.1780 -1.1692
H 10.0804 5.2505 -4.7934
H 10.1656 4.9579 -3.0465
H 10.8534 3.7756 -4.1812
H 8.4553 3.6101 -6.5711
H 7.1867 2.5190 -6.0192
H 8.8872 2.0104 -5.9495
H 7.0084 5.2475 -2.8401
H 6.0411 4.4893 -4.1228
H 7.2181 5.7362 -4.5282
H 6.1385 0.8516 -4.9079
H 5.8903 -0.5207 -3.8312
H 7.5045 -0.2021 -4.4839
H 5.6251 3.0198 -1.3594
H 4.6503 1.6053 -1.7842
H 5.0017 2.8203 -3.0109
H 7.5501 0.7470 -0.2558
H 8.2353 -0.4331 -1.3929
H 6.5103 -0.4920 -0.9859
*
```



One molecule with the formula C4H8ClP, computed with wB97M-V/def2-TZVPD.

## Properties
highest occupied orbital energy (spin up / spin down)	-7.6 / -7.6	eV
total energy	-958.60050	a.u.
ΔE to the lowest compared entry with this formula, charge and spin	67.03	kcal/mol
F_max	2.842	eV/A
HOMO-LUMO gap (spin up / spin down)	7.14 / 7.63	eV
lowest unoccupied orbital energy (spin up / spin down)	-0.45 / -0.02	eV

Structure (ORCA input):
```
! RIJCOSX wB97M-V def2-TZVPD def2/J DEFGRID3
* xyz 0 1
C -0.1136 -0.5440 0.7288
C 0.8312 0.0743 -0.0478
C -1.6417 -0.4539 0.5402
C 2.1152 -0.4808 -0.5916
P -2.6033 0.6180 -0.6451
Cl -2.7211 2.6428 -0.2059
H 0.0770 -1.5487 1.1466
H -0.5609 0.2810 1.4771
H 0.6446 1.0967 -0.2984
H -2.0476 -0.8781 1.4503
H 2.2853 -0.0273 -1.5495
H 2.3081 -1.5448 -0.6163
H 2.9016 0.0142 -0.0326
H -1.4749 0.7506 -1.3557
*
```



A 2-piece molecular cluster, C5H4F3N2O2 overall, computed with wB97M-V/def2-TZVPD.

## Properties
highest occupied orbital energy	-4.2	eV
total energy	-752.50315	a.u.
ΔE to the lowest compared entry with this formula, charge and spin	40.93	kcal/mol
F_max	3.846	eV/A
HOMO-LUMO gap	6.67	eV
lowest unoccupied orbital energy	2.43	eV

Structure (ORCA input):
```
! RIJCOSX wB97M-V def2-TZVPD def2/J DEFGRID3
* xyz -1 1
C -1.4199 0.7780 1.6524
C -0.3786 0.1636 0.8488
C 2.7752 0.6538 -4.1961
C -2.4468 0.0550 2.3869
C 1.2231 -1.1323 -0.1315
N 0.3639 -0.8935 0.9524
N -1.6088 0.6255 3.1560
O 3.2048 -0.3958 -4.1579
O 2.3709 1.7051 -4.2426
F -2.6835 -1.2968 2.0945
F -3.8304 0.6095 2.1774
F 1.4444 -0.1110 -1.1438
H -1.9087 1.6986 1.2234
H -0.2539 0.7548 -0.0638
H 2.1266 -1.3240 0.2860
H 1.0219 -1.8905 -0.8422
*
```



C28H49BeBrNP3 as an isolated structure, computed with wB97M-V/def2-TZVPD.

## Properties
highest occupied orbital energy (spin up / spin down)	-12.8 / -13.4	eV
total energy	-4763.20149	a.u.
ΔE to the lowest compared entry with this formula, charge and spin	100.79	kcal/mol
F_max	4.912	eV/A
HOMO-LUMO gap (spin up / spin down)	3.33 / 4.07	eV
lowest unoccupied orbital energy (spin up / spin down)	-9.45 / -9.33	eV

Structure (ORCA input):
```
! RIJCOSX wB97M-V def2-TZVPD def2/J DEFGRID3
* xyz 2 1
N -5.1003 1.9763 -3.6675
C -5.2598 2.3232 -2.3834
C -4.2485 2.1441 -1.4248
C -2.9934 1.5851 -1.7984
C -2.9000 1.1579 -3.1253
C -3.9518 1.4131 -4.0258
C -1.8116 1.5827 -0.9126
Be -0.6205 0.3101 -0.6971
P 2.8549 -0.5628 -0.3805
C -0.4488 1.7568 -1.4587
C 0.5589 2.5845 -0.7513
C 1.7522 2.9413 -1.4255
C 2.8206 3.5091 -0.7263
C 2.6914 3.8273 0.6503
C 1.4316 3.6591 1.2539
C 0.4022 2.9592 0.5928
Br 4.1713 4.2558 1.6565
H -2.0379 2.0024 0.0634
H -0.3273 1.6792 -2.5530
H -4.4596 2.5277 -0.4327
H -1.9856 0.7234 -3.4967
H -6.2309 2.7563 -2.1146
H -3.8324 1.1308 -5.0740
H 1.8392 2.7265 -2.5023
H -0.5285 2.7351 1.1278
H 3.7554 3.6848 -1.2616
H 1.2349 4.1292 2.2181
P -1.2103 -1.7954 -0.6498
C 4.3356 0.4905 -0.0098
C 5.7558 -0.0430 -0.2572
H 4.2928 0.7869 1.0483
H 4.1797 1.4156 -0.5860
H 6.4654 0.7618 -0.0109
H 6.0009 -0.8857 0.4008
H 5.9388 -0.3444 -1.2953
C 2.7295 -0.2478 -2.1693
C 3.8432 -1.0600 -2.8679
H 2.8414 0.8351 -2.3091
H 1.7329 -0.5437 -2.5261
H 3.5363 -1.3709 -3.8720
H 4.7673 -0.4781 -2.9530
H 4.0757 -1.9816 -2.3167
C 1.7879 -0.0273 0.9788
C 2.4086 -0.6589 2.2512
H 0.7385 -0.3928 0.8159
H 1.7599 1.0752 1.0082
H 1.6198 -0.9427 2.9580
H 2.9736 -1.5656 1.9941
H 3.0882 0.0394 2.7513
C -1.0181 -2.5247 1.0230
C -1.4217 -3.9946 1.0152
H -1.6374 -1.9269 1.7074
H 0.0189 -2.3674 1.3537
H -2.4921 -4.1147 1.2154
H -1.2050 -4.5135 0.0726
H -0.8665 -4.5334 1.7895
C -0.2513 -2.9214 -1.7975
C -0.9310 -2.8510 -3.1591
H -0.2473 -3.9612 -1.4172
H 0.8180 -2.6227 -1.8329
H -1.8226 -3.4903 -3.1675
H -1.2488 -1.8247 -3.3851
H -0.2709 -3.1781 -3.9686
C -2.9663 -2.2981 -1.0882
C -4.1286 -2.0289 -0.1402
H -2.9562 -3.3803 -1.3280
H -3.1757 -1.8017 -2.0507
H -5.0007 -1.7498 -0.7414
H -4.4005 -2.9534 0.3784
H -3.9644 -1.2233 0.5816
C -2.2911 0.7989 3.5771
P -0.5774 0.1380 3.4211
C 0.3522 1.5265 4.2085
C -0.6155 -1.0597 4.8264
H -2.2888 1.8727 3.3208
H -2.6700 0.6447 4.6037
H -2.9332 0.2562 2.8607
H 0.3549 1.4250 5.3033
H 1.3880 1.5365 3.8416
H -0.1123 2.4794 3.9247
H -0.8743 -0.5470 5.7685
H -1.3657 -1.8416 4.6145
H 0.3640 -1.5541 4.9346
*
```



C3H4O2Sr as an isolated structure, computed with wB97M-V/def2-TZVPD.

## Properties
highest occupied orbital energy	-16.9	eV
total energy	-297.08019	a.u.
ΔE to the lowest compared entry with this formula, charge and spin	96.54	kcal/mol
F_max	3.377	eV/A
HOMO-LUMO gap	7.15	eV
lowest unoccupied orbital energy	-9.72	eV

Structure (ORCA input):
```
! RIJCOSX wB97M-V def2-TZVPD def2/J DEFGRID3
* xyz 2 1
C -2.7897 0.1358 -0.1847
C -3.3670 -0.9775 -0.3911
H -3.9668 -1.1368 1.0592
H -3.2877 -1.7110 -1.1815
O -1.7199 0.9269 -0.2646
H -1.5406 1.2486 -1.1591
C -3.8409 -0.1841 2.3132
O -3.0926 0.6742 1.7303
Sr -1.5310 2.4917 2.3013
H -4.2330 0.2416 3.2549
*
```



Copy entry 4 word for word.
A 2-piece molecular cluster, C5H4F3N2O2 overall, computed with wB97M-V/def2-TZVPD.

## Properties
highest occupied orbital energy	-4.2	eV
total energy	-752.50315	a.u.
ΔE to the lowest compared entry with this formula, charge and spin	40.93	kcal/mol
F_max	3.846	eV/A
HOMO-LUMO gap	6.67	eV
lowest unoccupied orbital energy	2.43	eV

Structure (ORCA input):
```
! RIJCOSX wB97M-V def2-TZVPD def2/J DEFGRID3
* xyz -1 1
C -1.4199 0.7780 1.6524
C -0.3786 0.1636 0.8488
C 2.7752 0.6538 -4.1961
C -2.4468 0.0550 2.3869
C 1.2231 -1.1323 -0.1315
N 0.3639 -0.8935 0.9524
N -1.6088 0.6255 3.1560
O 3.2048 -0.3958 -4.1579
O 2.3709 1.7051 -4.2426
F -2.6835 -1.2968 2.0945
F -3.8304 0.6095 2.1774
F 1.4444 -0.1110 -1.1438
H -1.9087 1.6986 1.2234
H -0.2539 0.7548 -0.0638
H 2.1266 -1.3240 0.2860
H 1.0219 -1.8905 -0.8422
*
```



> What is the formula in the fourth record?

C5H4F3N2O2



> Which of these has the lowest total energy?

C28H49BeBrNP3